A cluster of 2 separate species, C26H41Br2Cl4N3O4PS in total at a distorted geometry, computed with the ωB97M-V functional and the def2-TZVPD basis.

Positions of all 82 atoms, in Å:
C1 4.25 0.60 3.11
C2 4.95 0.12 1.82
C3 4.86 -1.39 1.59
C4 3.43 -1.95 1.58
C5 2.45 -1.13 0.71
C6 1.09 -1.85 0.72
C7 -0.18 -0.94 0.80
N1 0.05 -0.20 2.01
C8 -1.37 -1.99 0.83
P1 -1.39 -3.67 1.55
O1 -0.67 -3.60 2.97
O2 -2.88 -4.15 1.80
S1 -0.44 -4.91 0.42
N2 -2.38 -1.50 0.21
C9 -3.70 -2.16 -0.04
O3 -4.60 -1.27 -0.60
C10 -5.12 -1.65 -1.85
C11 -5.14 -0.55 -2.87
O4 -5.54 -2.76 -2.06
C12 -2.14 -0.13 -0.25
C13 -2.73 0.80 0.87
C14 -3.16 0.32 2.08
C15 -3.70 1.24 2.95
C16 -3.77 2.54 2.53
N3 -3.40 3.01 1.36
C17 -2.88 2.12 0.52
C18 -0.61 -0.10 -0.50
C19 0.07 1.27 -0.30
C20 0.24 2.25 -1.50
C21 -0.95 2.44 -2.45
C22 0.56 3.63 -0.87
C23 -0.21 -1.00 -1.71
Br1 -1.47 -0.83 -3.23
C24 1.26 -0.79 -2.28
C25 1.97 -2.15 -2.50
Br2 1.22 0.03 -4.08
H1 4.50 1.64 3.31
H2 3.16 0.56 3.01
H3 4.51 -0.03 3.96
H4 4.50 0.65 0.98
H5 5.99 0.45 1.88
H6 5.41 -1.63 0.68
H7 5.40 -1.88 2.41
H8 3.49 -2.98 1.21
H9 3.06 -1.99 2.61
H10 2.92 -1.06 -0.27
H11 2.42 -0.15 1.19
H12 1.09 -2.58 -0.09
H13 1.09 -2.45 1.64
H14 -0.79 0.00 2.54
H15 0.68 -0.69 2.64
H16 -0.05 -4.35 3.00
H17 -2.85 -5.11 1.93
H18 -4.08 -2.43 0.94
H19 -3.53 -3.04 -0.67
H20 -4.23 -0.58 -3.47
H21 -5.17 0.40 -2.33
H22 -6.05 -0.60 -3.45
H23 -2.71 0.22 -1.10
H24 -3.08 -0.73 2.36
H25 -4.05 0.96 3.93
H26 -4.17 3.27 3.23
H27 -2.58 2.47 -0.45
H28 1.08 1.07 0.04
H29 -0.38 1.83 0.53
H30 1.16 1.98 -2.01
H31 -1.83 1.84 -2.23
H32 -1.26 3.49 -2.43
H33 -0.70 2.24 -3.49
H34 1.46 3.59 -0.27
H35 -0.32 3.92 -0.29
H36 0.63 4.33 -1.70
H37 -0.29 -2.06 -1.51
H38 1.86 -0.11 -1.69
H39 2.08 -2.38 -3.55
H40 2.99 -2.07 -2.11
H41 1.46 -2.98 -2.01
C26 3.84 5.45 -2.46
Cl1 3.89 4.90 -0.77
Cl2 5.48 5.47 -3.11
Cl3 2.84 4.36 -3.42
Cl4 3.16 7.08 -2.52

**Relative energy (zero: lowest compared OMol25 entry of this formula, charge and spin)**: 0.00 kcal/mol
**LUMO energy**: -0.170 Eh
**HOMO energy**: -11.90 eV
**Gap between HOMO and LUMO**: 7.28 eV
**Charge**: +1

Atom charges from the Mulliken analysis, given in e for atoms 1 to 4: -0.99 -0.32 -1.04 -1.00

***

A structure of composition C26H41BrN6P2Zn at a distorted geometry, computed with the ωB97M-V functional and the def2-TZVPD basis.

Positions of all 77 atoms, in Å:
C1 -0.49 5.10 -3.18
C2 -0.76 3.91 -3.89
C3 -0.90 4.01 -5.28
C4 -0.85 5.28 -5.87
N1 -0.61 6.39 -5.18
C5 -0.43 6.31 -3.86
C6 -0.94 2.68 -3.14
C7 -1.40 2.38 -1.95
C8 -2.08 2.50 -0.71
C9 -1.32 2.33 0.47
C10 -1.91 1.71 1.55
C11 -3.27 1.39 1.51
C12 -4.09 1.87 0.48
C13 -3.50 2.42 -0.65
Zn1 -0.75 0.79 -2.80
P1 2.47 -1.19 1.00
H1 -1.09 3.12 -5.89
H2 -0.36 5.07 -2.09
H3 -0.99 5.39 -6.95
H4 -0.24 7.24 -3.32
H5 -4.10 2.71 -1.52
H6 -0.26 2.57 0.47
H7 -5.17 1.79 0.55
H8 -1.30 1.43 2.40
C14 2.45 -2.75 2.02
C15 3.30 -3.93 1.57
H9 1.38 -3.03 2.05
H10 2.71 -2.43 3.04
H11 3.20 -4.73 2.31
H12 2.96 -4.33 0.60
H13 4.36 -3.68 1.50
C16 3.36 -1.66 -0.55
C17 3.67 -0.44 -1.42
H14 2.69 -2.35 -1.10
H15 4.27 -2.22 -0.30
H16 3.70 -0.73 -2.47
H17 2.90 0.34 -1.31
H18 4.64 0.00 -1.16
C18 3.80 -0.25 1.87
C19 5.20 -0.87 1.91
H19 3.41 -0.11 2.89
H20 3.82 0.74 1.40
H21 5.89 -0.14 2.36
H22 5.24 -1.77 2.54
H23 5.59 -1.11 0.92
Br1 -3.97 0.39 2.89
P2 -1.87 -2.46 -1.21
C20 -0.10 -2.71 -0.76
C21 0.28 -4.17 -1.01
H24 0.05 -2.42 0.29
H25 0.49 -2.03 -1.40
H26 1.37 -4.30 -1.00
H27 -0.14 -4.84 -0.25
H28 -0.08 -4.50 -1.99
C22 -2.64 -2.53 0.47
C23 -4.07 -3.05 0.36
H29 -2.62 -1.53 0.92
H30 -2.03 -3.19 1.11
H31 -4.53 -3.10 1.35
H32 -4.68 -2.39 -0.27
H33 -4.10 -4.05 -0.08
C24 -2.07 -0.67 -1.50
C25 -2.91 -0.53 -2.79
H34 -0.96 -0.39 -1.48
H35 -2.53 -0.13 -0.67
H36 -3.26 0.51 -2.94
H37 -2.36 -0.83 -3.70
H38 -3.81 -1.16 -2.73
N2 -0.59 2.44 5.20
N3 -0.07 1.17 5.00
N4 0.72 0.61 5.95
C26 1.32 -0.36 5.23
N5 1.00 -0.34 3.92
N6 0.13 0.68 3.77
H39 -1.42 2.59 4.63
H40 -0.72 2.59 6.20
H41 1.99 -1.07 5.68

**Relative energy (zero: lowest compared OMol25 entry of this formula, charge and spin)**: 48.05 kcal/mol
**LUMO energy**: -0.342 Eh
**HOMO energy**: -12.47 eV
**Gap between HOMO and LUMO**: 3.17 eV
**Charge**: +2

Atom charges from the Mulliken analysis, given in e for atoms 1 to 4: -0.51 1.06 -0.35 -0.39

***

A cluster of 3 separate species, C26H41F9N2O13PS2 in total at a distorted geometry, computed with the ωB97M-V functional and the def2-TZVPD basis.

Positions of all 94 atoms, in Å:
C1 2.95 -0.78 3.15
C2 1.58 0.12 3.23
C3 0.42 -0.52 4.21
C4 -0.99 0.36 4.18
O1 -1.57 0.19 2.84
C5 -2.64 1.17 2.56
S1 -4.03 0.06 1.98
O2 -4.28 -1.01 3.11
O3 -3.69 -0.80 0.71
C6 -5.65 0.91 1.62
F1 -5.75 1.05 0.12
F2 -5.73 2.33 2.13
C7 -6.98 0.16 2.21
F3 -8.19 0.92 1.75
F4 -7.04 0.16 3.70
C8 -7.19 -1.39 1.73
F5 -8.67 -1.55 1.46
F6 -6.51 -1.76 0.47
F7 -6.90 -2.41 2.80
C9 -1.87 2.17 1.46
C10 -2.18 1.92 -0.11
F8 -1.88 3.03 -1.04
C11 -1.16 0.68 -0.59
C12 -1.61 0.27 -2.13
C13 -1.93 3.61 2.19
C14 -0.39 3.81 2.83
O4 -0.16 3.99 4.14
N1 0.87 3.85 1.94
C15 1.99 4.49 2.78
O5 2.17 5.84 2.77
F9 2.91 3.66 3.63
P1 -2.17 5.25 1.28
O6 -2.13 6.67 2.35
O7 -0.87 5.59 0.11
S2 -3.91 5.40 0.34
C16 -2.86 3.39 3.57
C17 -3.28 4.64 4.54
N2 -3.18 2.03 3.70
C18 -4.04 1.64 4.91
H1 3.06 -1.52 4.07
H2 3.85 -0.02 3.14
H3 3.01 -1.36 2.11
H4 1.13 0.15 2.13
H5 1.83 1.21 3.58
H6 0.79 -0.73 5.32
H7 0.13 -1.57 3.73
H8 -0.70 1.46 4.46
H9 -1.72 -0.01 5.05
H10 -0.74 1.80 1.55
H11 -3.29 1.57 -0.36
H12 -1.20 -0.21 0.17
H13 -0.07 1.17 -0.55
H14 -0.91 0.86 -2.86
H15 -1.55 -0.90 -2.23
H16 -2.75 0.61 -2.24
H17 1.19 2.84 1.85
H18 -1.24 6.61 2.84
H19 -1.26 5.70 -0.81
H20 -3.90 5.40 3.85
H21 -3.99 4.37 5.43
H22 -2.33 5.26 4.89
H23 -5.18 1.77 4.69
H24 -3.72 2.24 5.89
H25 -3.85 0.49 5.20
C19 3.87 -3.52 -2.41
C20 2.48 -2.99 -2.71
O8 2.25 -1.75 -2.01
C21 2.80 -0.65 -2.58
O9 3.45 -0.62 -3.61
O10 2.52 0.41 -1.78
C22 3.11 1.63 -2.22
H26 4.03 -3.60 -1.33
H27 4.01 -4.51 -2.86
H28 4.65 -2.85 -2.79
H29 1.73 -3.70 -2.36
H30 2.32 -2.86 -3.79
H31 2.86 1.84 -3.27
H32 4.19 1.60 -2.08
H33 2.71 2.44 -1.61
C23 6.27 -8.06 -6.99
C24 4.88 -7.52 -7.29
O11 4.65 -6.29 -6.59
C25 5.20 -5.19 -7.16
O12 5.85 -5.16 -8.19
O13 4.92 -4.13 -6.36
C26 5.51 -2.90 -6.80
H34 6.43 -8.14 -5.91
H35 6.41 -9.05 -7.44
H36 7.05 -7.39 -7.37
H37 4.13 -8.24 -6.94
H38 4.72 -7.40 -8.37
H39 5.26 -2.70 -7.85
H40 6.59 -2.94 -6.66
H41 5.11 -2.09 -6.18

**Relative energy (zero: lowest compared OMol25 entry of this formula, charge and spin)**: 413.63 kcal/mol
**LUMO energy**: -0.211 Eh
**HOMO energy**: -11.93 eV
**Gap between HOMO and LUMO**: 6.19 eV
**Charge**: +1

Atom charges from the Mulliken analysis, given in e for atoms 1 to 4: -1.00 0.84 -1.10 0.34

***

A structure of composition C26H41GdN2O2P2 at a distorted geometry, computed with the ωB97M-V functional and the def2-TZVPD basis.

Positions of all 74 atoms, in Å:
C1 -0.60 3.37 -2.66
C2 -0.80 2.10 -2.08
N1 0.17 1.66 -1.17
C3 1.24 2.43 -0.83
C4 1.36 3.73 -1.29
C5 0.45 4.21 -2.28
C6 -1.77 1.20 -2.63
P1 -2.49 -0.25 -1.81
Gd1 -0.12 -0.51 -0.34
P2 2.55 0.01 -0.03
C7 2.28 1.86 0.11
C8 -0.04 -3.27 -1.22
C9 -1.03 -3.93 -0.54
C10 -0.78 -5.19 0.01
C11 0.49 -5.78 -0.19
C12 1.50 -5.11 -0.89
C13 1.26 -3.82 -1.40
O1 -0.23 0.64 -6.68
O2 1.32 -2.02 -3.68
H1 -1.24 3.64 -3.49
H2 2.17 4.35 -0.90
H3 0.59 5.21 -2.70
C14 -4.18 0.16 -1.22
C15 -2.89 -1.31 -3.25
H4 3.24 2.32 -0.11
H5 1.99 2.12 1.14
H6 -0.70 0.76 -7.51
H7 -2.61 1.76 -3.14
C16 3.36 -0.36 1.58
C17 3.98 0.00 -1.17
H8 -2.04 -3.48 -0.48
H9 -1.54 -5.71 0.57
H10 0.70 -6.79 0.22
H11 2.45 -5.57 -1.08
H12 2.03 -3.31 -1.95
H13 0.26 -1.57 -2.07
H14 0.62 -2.54 -4.09
H15 1.32 -1.13 -3.93
H16 0.60 1.13 -6.76
H17 -0.48 -2.34 -1.87
H18 -4.84 0.41 -2.07
H19 -4.62 -0.70 -0.69
H20 -4.15 1.01 -0.52
H21 -3.69 -0.88 -3.85
H22 -2.00 -1.43 -3.87
H23 -3.22 -2.28 -2.88
H24 4.85 0.51 -0.74
H25 4.26 -1.05 -1.39
H26 3.71 0.49 -2.12
H27 4.23 0.29 1.76
H28 2.64 -0.24 2.40
H29 3.68 -1.41 1.56
C18 0.14 3.61 4.85
N2 0.60 2.31 4.45
C19 1.32 1.51 5.41
C20 0.40 1.82 3.11
C21 -0.75 0.85 2.94
C22 -1.70 0.68 3.96
C23 -2.78 -0.21 3.80
C24 -2.91 -0.93 2.61
C25 -1.92 -0.78 1.60
C26 -0.85 0.10 1.75
H30 0.84 4.03 5.59
H31 -0.86 3.55 5.32
H32 0.07 4.26 3.96
H33 0.66 0.75 5.87
H34 2.15 0.99 4.92
H35 1.70 2.18 6.20
H36 0.25 2.69 2.45
H37 1.32 1.32 2.80
H38 -1.61 1.25 4.90
H39 -3.52 -0.33 4.60
H40 -3.74 -1.61 2.45
H41 -2.06 -1.38 0.68

**Relative energy (zero: lowest compared OMol25 entry of this formula, charge and spin)**: 177.74 kcal/mol
**LUMO energy (spin up / spin down)**: 0.010 / -0.052 Eh
**Multiplicity**: 8
**HOMO energy (spin up / spin down)**: -3.13 / -7.75 eV
**Gap between HOMO and LUMO (spin up / spin down)**: 3.40 / 6.33 eV

Atom charges from the Mulliken analysis, given in e for atoms 1 to 4: -0.93 1.06 0.20 0.64

***

A structure of composition C26H41N2ReS at a distorted geometry, computed with the ωB97M-V functional and the def2-TZVPD basis.

Positions of all 71 atoms, in Å:
C1 -0.15 2.83 0.90
C2 0.26 3.13 -0.44
C3 1.67 2.93 -0.51
C4 2.14 2.44 0.77
C5 1.01 2.38 1.65
Re1 0.67 1.09 0.02
C6 1.68 -2.17 -0.32
C7 0.48 -1.81 0.57
H1 -0.51 -2.24 0.29
C8 0.42 -0.63 1.38
H2 1.19 -0.59 2.17
H3 -0.59 -0.46 1.82
C9 1.71 -3.64 -0.78
H4 0.83 -3.86 -1.39
H5 2.55 -3.65 -1.46
H6 1.86 -4.43 -0.04
C10 3.00 -1.89 0.44
H7 3.03 -0.97 1.05
H8 3.38 -2.71 1.08
H9 3.74 -1.75 -0.33
C11 -0.61 3.67 -1.54
H10 -1.66 3.49 -1.34
H11 -0.45 4.74 -1.66
H12 -0.34 3.19 -2.49
C12 2.49 3.33 -1.70
H13 2.15 2.81 -2.62
H14 2.39 4.41 -1.88
H15 3.55 3.10 -1.55
C13 3.55 2.15 1.15
H16 4.16 1.89 0.28
H17 4.00 3.03 1.63
H18 3.60 1.32 1.87
C14 1.05 2.09 3.12
H19 1.83 1.35 3.33
H20 1.29 2.99 3.69
H21 0.10 1.70 3.47
C15 -1.52 3.04 1.45
H22 -1.66 2.53 2.42
H23 -1.72 4.12 1.63
H24 -2.30 2.69 0.75
C16 2.02 -0.09 -1.46
C17 1.55 -1.40 -1.76
C18 3.28 0.24 -1.86
C19 1.92 -1.86 -3.12
H25 0.43 -1.43 -1.62
C20 3.89 -0.51 -2.87
H26 3.81 1.15 -1.49
C21 3.14 -1.46 -3.59
H27 1.35 -2.65 -3.57
H28 4.84 -0.18 -3.30
H29 3.58 -1.94 -4.47
C22 -4.71 -3.62 -0.80
C23 -3.53 -2.94 -0.14
N1 -3.26 -1.61 -0.84
C24 -2.67 -0.57 -0.21
S1 -1.58 0.39 -1.12
N2 -3.02 -0.28 1.06
C25 -4.47 -0.39 1.53
C26 -4.50 -0.72 3.00
H30 -5.58 -2.95 -0.86
H31 -4.97 -4.49 -0.21
H32 -4.44 -3.95 -1.80
H33 -3.69 -2.72 0.92
H34 -2.61 -3.55 -0.24
H35 -2.96 -1.73 -1.82
H36 -2.56 0.54 1.47
H37 -4.94 0.60 1.35
H38 -4.96 -1.13 0.89
H39 -4.11 0.11 3.59
H40 -5.55 -0.86 3.24
H41 -3.94 -1.63 3.24

**Relative energy (zero: lowest compared OMol25 entry of this formula, charge and spin)**: 20.90 kcal/mol
**LUMO energy (spin up / spin down)**: -0.124 / -0.128 Eh
**Multiplicity**: 4
**HOMO energy (spin up / spin down)**: -9.03 / -10.20 eV
**Gap between HOMO and LUMO (spin up / spin down)**: 5.64 / 6.72 eV
**Charge**: +1

Atom charges from the Mulliken analysis, given in e for atoms 1 to 4: 1.29 0.57 0.52 0.58

***

A cluster of 5 separate species, C26H42Br3Cl12N2OSi in total at a distorted geometry, computed with the ωB97M-V functional and the def2-TZVPD basis.

Positions of all 87 atoms, in Å:
C1 6.19 -3.12 0.48
C2 6.33 -1.89 -0.58
C3 4.82 -1.42 -0.92
C4 4.74 0.07 -1.53
C5 5.39 1.20 -0.60
C6 4.89 1.17 0.93
C7 4.66 2.64 1.55
C8 3.46 2.67 2.65
C9 2.09 2.94 1.79
C10 0.84 2.35 2.67
C11 -0.02 1.41 1.71
C12 -0.38 1.98 0.28
C13 -1.23 0.97 -0.55
Si1 -1.79 1.57 -2.31
C14 -1.34 3.45 -2.55
C15 -3.66 1.34 -2.64
C16 -0.66 0.62 -3.57
C17 -1.60 -0.43 0.00
C18 -2.44 -1.54 -0.83
Br1 -1.47 -3.27 -0.44
C19 -3.96 -1.67 -0.28
C20 -4.36 -3.10 0.31
Br2 -4.46 -0.24 1.03
N1 -1.20 -0.78 1.30
N2 -0.51 0.11 2.00
C21 -0.18 -0.37 3.40
C22 -1.24 -1.54 3.80
O1 -1.01 -2.75 3.66
Br3 -2.99 -0.88 4.52
H1 5.37 -2.79 1.22
H2 5.77 -4.04 -0.07
H3 7.15 -3.31 1.06
H4 6.89 -2.19 -1.52
H5 6.92 -1.04 -0.07
H6 4.12 -1.47 -0.01
H7 4.42 -2.17 -1.69
H8 5.32 0.03 -2.53
H9 3.65 0.29 -1.83
H10 6.54 1.10 -0.60
H11 5.10 2.24 -1.02
H12 3.93 0.53 0.94
H13 5.71 0.64 1.53
H14 4.31 3.36 0.72
H15 5.63 3.07 1.97
H16 3.41 1.69 3.25
H17 3.61 3.50 3.42
H18 2.25 2.36 0.81
H19 2.00 4.06 1.60
H20 0.24 3.29 2.99
H21 1.31 1.84 3.56
H22 -0.07 3.01 -0.08
H23 -1.39 3.69 -3.67
H24 -2.06 4.06 -1.92
H25 -0.23 3.59 -2.25
H26 -3.98 0.25 -2.83
H27 -3.94 1.97 -3.56
H28 -4.26 1.77 -1.76
H29 -1.08 -0.40 -3.84
H30 -0.42 1.23 -4.50
H31 0.34 0.46 -3.00
H32 -2.36 -1.41 -1.95
H33 -4.64 -1.49 -1.19
H34 -4.31 -3.95 -0.46
H35 -3.82 -3.37 1.29
H36 -5.47 -3.02 0.60
H37 -0.35 0.46 4.17
H38 0.85 -0.85 3.46
C23 3.17 -4.94 2.25
Cl1 2.96 -6.50 3.05
Cl2 4.16 -3.87 3.25
Cl3 3.89 -5.16 0.65
H39 2.19 -4.48 2.13
C24 2.45 7.32 3.01
Cl4 2.64 7.57 4.75
Cl5 3.76 6.30 2.39
Cl6 0.87 6.61 2.65
H40 2.52 8.29 2.52
C25 -7.88 -2.14 -2.21
Cl7 -8.51 -2.52 -0.60
Cl8 -6.99 -0.61 -2.19
Cl9 -6.85 -3.45 -2.80
H41 -8.72 -2.03 -2.89
C26 -11.10 -3.76 -4.77
Cl10 -11.73 -4.14 -3.16
Cl11 -10.21 -2.23 -4.75
Cl12 -10.07 -5.07 -5.35
H42 -11.94 -3.66 -5.45

**LUMO energy**: -0.159 Eh
**HOMO energy**: -12.35 eV
**Gap between HOMO and LUMO**: 8.01 eV
**Charge**: +1

Atom charges from the Mulliken analysis, given in e for atoms 1 to 4: -0.52 -0.46 -0.39 -0.57